[1]
Computed, not measured: a structure of composition C5H7N, with the ωB97M-V functional and the def2-TZVPD basis.

Properties
Lowest unoccupied orbital energy   1.151 eV
Energy relative to the best compared isomer or geometry (same formula, charge and spin)   3.0407 eV
E_HOMO   -9.36 eV
E_tot   -6785.472 eV

```
! wB97M-V def2-TZVPD RIJCOSX def2/J DEFGRID3
* xyz 0 1
N -1.71 0.17 0.51
C -1.13 1.25 -0.34
C -0.56 0.00 1.05
C 0.28 0.74 0.05
C 0.63 -0.50 -0.75
C 1.30 -1.47 -0.14
H 1.28 -2.51 -0.45
H -1.40 2.19 0.15
H 1.12 1.41 0.29
H -1.39 1.30 -1.40
H 0.04 -0.68 -1.65
H 1.83 -1.25 0.79
H -0.28 -0.64 1.89
*
```

Population analysis type natural (NBO), resulting atomic charges in e: N -0.398; C -0.238; C 0.121; C -0.346; C -0.156; C -0.403; H 0.209; H 0.204; H 0.227; H 0.189; H 0.210; H 0.187; H 0.194



[2]
Computed, not measured: a structure of composition C36H35F5N9NiOS2 in a non-equilibrium geometry, with the ωB97M-V functional and the def2-TZVPD basis.

Properties
Lowest unoccupied orbital energy (alpha / beta)   -3.531 / -3.540 eV
E_HOMO (alpha / beta)   -10.66 / -10.66 eV
E_tot   -129656.541 eV

```
! wB97M-V def2-TZVPD RIJCOSX def2/J DEFGRID3
* xyz 1 1
Ni -0.19 -1.84 -0.50
S -0.68 -2.24 -2.63
S 1.35 -0.75 2.17
F 3.29 0.02 -4.93
F -1.97 0.29 -3.61
F 1.79 2.18 -5.66
F -0.85 2.27 -5.03
F 2.16 -2.01 -3.59
O 0.58 3.59 3.34
N -0.39 -2.68 3.50
N -1.36 -3.33 0.07
N 1.37 -0.87 -0.95
N 3.57 -0.10 -0.85
N 3.11 -2.32 -0.40
N 0.13 -1.72 1.43
N 0.15 3.89 1.14
N -1.17 2.45 2.48
N -1.42 0.27 -0.47
C 2.42 -3.55 -0.75
C -3.40 0.05 0.82
C 4.29 -2.48 0.43
C -2.64 -0.23 -0.30
C -2.14 -4.09 -0.69
C 1.39 -0.96 -3.92
C -0.44 -0.25 6.30
C -3.04 -5.01 -0.15
C -0.95 1.12 0.43
C 4.80 -0.32 -1.61
C -0.68 0.19 -3.92
C 1.23 1.17 -4.99
C 0.61 -0.50 3.75
C 0.06 -0.93 -3.54
C 0.30 0.79 5.75
C -0.68 -1.41 5.57
C -0.52 -2.57 2.16
C -2.07 4.22 0.14
C -1.66 1.52 1.56
C -3.19 4.22 -3.50
C -0.94 4.01 -2.38
C -2.91 0.93 1.77
C -0.10 3.33 2.36
C 2.64 -1.10 -0.76
C 1.99 0.07 -4.62
C -0.14 3.91 -1.25
C -0.14 -1.53 4.30
C -2.33 -4.32 2.01
C -3.15 -5.12 1.22
C 3.11 1.28 -0.88
C -0.71 4.01 0.01
C 0.81 0.67 4.46
C -2.32 4.17 -2.27
C -0.11 1.22 -4.65
C -2.87 4.28 -1.00
C -1.44 -3.45 1.41
H -2.05 -3.98 -1.76
H 1.61 -3.35 -1.45
H 4.90 -1.38 -1.85
H -0.49 3.95 -3.36
H 2.00 -4.03 0.14
H -2.98 -0.89 -1.09
H 2.75 1.59 -1.87
H -3.20 3.25 -4.00
H 1.19 0.03 -1.38
H -3.93 4.43 -0.89
H 1.35 1.50 4.03
H -1.27 -2.21 5.99
H 0.99 4.45 1.15
H 0.47 1.70 6.31
H -2.52 4.33 1.12
H -3.65 -5.61 -0.81
H -4.38 -0.40 0.95
H 2.32 1.43 -0.14
H 4.77 0.24 -2.54
H 0.93 3.77 -1.35
H -0.84 -0.16 7.30
H -0.92 -3.41 3.96
H -2.81 4.95 -4.22
H -2.41 -4.38 3.09
H 4.55 -1.53 0.89
H 5.14 -2.86 -0.13
H -1.38 2.27 3.46
H 4.06 -3.19 1.23
H 3.95 1.93 -0.62
H -3.85 -5.80 1.67
H -3.49 1.20 2.64
H 3.13 -4.24 -1.21
H 0.05 1.50 0.27
H -4.21 4.49 -3.26
H 5.67 0.00 -1.03
*
```

Population analysis type Mulliken, resulting atomic charges in e: Ni -0.972; S -0.735; S -0.217; F -0.390; F -0.467; F -0.319; F -0.393; F -0.473; O -0.701; N -0.208; N 0.654; N 1.823; N 0.328; N 0.665; N 0.577; N 0.056; N 0.286; N 0.636; C -1.142; C -1.257; C -1.270; C -0.592; C 0.218; C 0.533; C -0.676; C -1.023; C -0.203; C -1.144; C 0.386; C 0.710; C 0.918; C -0.157; C -0.728; C -0.827; C 0.671; C -0.260; C -0.211; C -1.447; C -0.718; C -0.498; C 0.035; C -0.458; C 0.344; C -0.181; C 0.108; C -1.226; C -0.626; C -1.101; C -0.141; C -0.803; C 0.856; C 0.279; C -0.899; C 0.798; H 0.532; H 0.158; H 0.373; H 0.527; H 0.272; H 0.584; H 0.273; H 0.234; H -0.398; H 0.358; H 0.465; H 0.376; H 0.318; H 0.457; H 0.447; H 0.472; H 0.531; H 0.075; H 0.378; H 0.447; H 0.413; H 0.267; H 0.377; H 0.402; H 0.388; H 0.333; H 0.333; H 0.396; H 0.466; H 0.454; H 0.571; H 0.431; H 0.164; H 0.385; H 0.322